1.
Entry from the OMol25 dataset: a structure of composition C50H54FN5NaO5P2S at a distorted geometry (wB97M-V/def2-TZVPD).

Calculated values
HOMO energy = -0.136 hartree
relative energy (zero: lowest compared OMol25 entry of this formula, charge and spin) = 20.67 kJ/mol
gap between HOMO and LUMO = 3.891 eV
lowest unoccupied orbital energy = 0.18 eV
charge = -1

Geometry as XYZ:
```
119
C50H54FN5NaO5P2S (wB97M-V/def2-TZVPD)
C 0.916 -5.293 -2.259
H 3.648 0.391 3.176
H -1.116 3.344 5.646
C -0.069 1.949 4.397
H 0.565 -0.440 7.697
C -0.487 -1.677 -6.016
C -2.446 -2.063 3.446
H 3.003 0.702 5.015
H -1.012 5.794 2.191
C 1.120 -1.329 -4.236
C 0.099 -2.206 3.282
C -0.276 -4.349 -0.399
H -1.070 -0.455 3.689
C 2.388 -2.256 2.522
C 1.958 2.068 6.278
C -1.701 2.318 -2.390
H 3.100 -0.822 -4.909
H -5.893 -2.048 5.816
H -0.844 1.949 3.635
C 1.085 1.194 4.188
C 2.088 -1.066 -5.200
C -3.180 -2.663 5.717
C 4.957 -0.866 -0.402
C -2.064 0.416 8.024
H -3.339 5.963 -0.185
H -7.005 -2.231 4.455
H -1.222 0.254 9.900
C -1.115 -1.528 3.942
O -2.182 3.380 -2.826
H -0.014 -2.778 7.968
H -1.603 5.560 -0.283
H -0.959 -1.798 -3.938
H 3.529 -2.260 -2.450
H 0.800 -0.811 9.420
H 0.378 2.606 -1.983
C 0.073 -0.748 8.610
H 5.771 -0.087 1.539
C 0.104 -3.604 3.277
C -2.778 -0.919 8.142
H -0.685 3.388 -0.829
H -3.677 -0.901 7.527
H -5.044 -4.410 5.368
C 1.778 -1.116 -6.555
C 1.214 -4.325 2.861
O -5.351 -3.331 -0.130
H -0.131 1.680 0.478
H 3.625 -0.590 -2.996
C 4.939 -0.241 0.864
H -2.645 6.434 2.492
C -1.016 -1.627 5.421
H -3.081 -1.093 9.184
H 1.914 -3.902 -3.546
H -1.502 -1.896 -6.322
S -2.709 4.266 1.410
N 2.819 -0.206 0.026
C 1.282 -1.511 2.931
N -0.373 1.342 -0.444
C -2.709 -2.010 2.095
H 0.721 3.511 7.303
O -1.783 -1.399 1.294
H 3.285 -1.757 2.182
H 0.435 0.785 -0.716
H -6.107 -4.485 3.974
Na -2.049 -0.376 -0.988
N -1.921 -1.993 7.680
C -5.539 -3.806 4.607
C -4.731 -3.132 2.429
P 1.271 0.324 2.529
C -1.956 -2.100 6.243
C -2.027 5.535 2.495
N -4.515 -3.191 3.770
O -3.724 -1.915 -0.759
H -2.778 4.459 -0.980
C 3.648 -0.799 -0.871
C 2.363 -3.644 2.496
H -0.940 -2.454 9.433
H -2.677 1.268 8.318
C 0.493 -1.424 -6.968
H -0.792 -4.133 3.585
C 3.620 0.150 1.063
H 1.223 -6.157 -2.836
H 2.781 2.144 6.981
H 2.549 -0.908 -7.288
H -3.826 -3.179 6.408
H -0.158 -2.220 -0.214
C 0.801 2.819 6.467
C -6.464 -2.770 5.233
O -2.065 1.144 -2.671
H -5.632 -3.594 2.048
H -1.683 0.566 7.014
H -0.908 -1.454 1.802
C -0.177 -1.624 -4.669
C 0.114 -5.457 -1.133
H 3.066 1.832 2.344
H 3.244 -4.176 2.158
H -0.366 1.255 8.896
P 1.358 -1.176 -2.418
H 1.171 -5.406 2.829
H -1.996 5.135 3.507
C 3.052 0.733 2.325
F 0.139 -1.077 5.904
C 0.134 -3.083 -0.797
C -2.608 5.156 -0.156
N -0.876 0.371 8.947
C -3.388 -2.641 4.353
C 0.916 -2.899 -1.929
H 0.249 -1.455 -8.023
H -7.190 -3.253 5.888
H -0.910 -4.461 0.471
H 5.811 -1.277 -0.923
C -0.530 2.462 -1.386
C -0.221 2.745 5.527
C 3.189 -1.242 -2.237
H -0.212 -6.448 -0.838
C 2.087 1.263 5.155
C 1.310 -4.025 -2.654
C -3.900 -2.547 1.534
C -0.690 -2.065 8.437
C -4.367 -2.603 0.054
```

Here are the Löwdin charges for atoms 1 to 8, given in e:
1 C -0.092
2 H 0.067
3 H 0.096
4 C -0.109
5 H 0.106
6 C -0.083
7 C -0.036
8 H 0.098

---

2.
Entry from the OMol25 dataset: a structure of composition C22H13F5N5O3OsS (wB97M-V/def2-TZVPD).

Calculated values
HOMO energy (alpha / beta) = -0.425 / -0.441 hartree
relative energy (zero: lowest compared OMol25 entry of this formula, charge and spin) = 0.00 kJ/mol
multiplicity = 5
gap between HOMO and LUMO (alpha / beta) = 8.300 / 6.201 eV
lowest unoccupied orbital energy (alpha / beta) = -3.26 / -5.81 eV
charge = +1

Geometry as XYZ:
```
50
C22H13F5N5O3OsS (wB97M-V/def2-TZVPD)
N 1.602 0.084 4.009
C -4.934 -0.392 -1.920
C -5.646 -0.976 -0.872
C -0.876 -5.598 -0.067
O 1.674 1.669 -0.493
C 1.351 0.405 2.733
C -7.075 -1.099 -0.966
C 4.438 5.529 -0.731
C -3.563 -0.271 -1.828
N 3.904 1.411 -0.659
H 3.408 7.407 -0.746
N 0.593 1.483 2.474
H 2.159 -0.735 4.180
Os 1.641 -0.368 -0.405
C -1.491 -0.622 -0.588
H 0.925 3.921 -0.589
C -0.104 -5.633 -1.219
C -4.992 -1.446 0.268
H 0.433 1.749 1.518
F -0.291 -6.590 -2.115
C -3.621 -1.327 0.363
F -1.396 -4.562 1.982
C -0.673 -4.593 0.866
C 0.852 -4.653 -1.428
H -2.996 0.175 -2.633
F 1.565 -4.700 -2.548
C 1.065 -3.624 -0.510
O 1.827 -0.313 1.821
C 3.049 3.608 -0.630
C -0.262 -0.532 -0.529
N 2.906 2.169 -0.587
C 1.902 4.379 -0.613
N -8.216 -1.198 -1.041
C 3.305 6.331 -0.712
F -1.800 -6.519 0.143
H 0.207 2.050 3.207
C 0.293 -3.629 0.642
F 0.479 -2.708 1.593
H 5.421 5.976 -0.779
H -3.097 -1.699 1.233
S 2.337 -2.456 -0.871
C 4.324 4.149 -0.692
O 3.632 0.153 -0.621
H 1.161 6.382 -0.650
H 1.257 0.613 4.789
H -5.562 -1.903 1.064
C -2.900 -0.735 -0.683
H 5.199 3.518 -0.708
C 2.044 5.759 -0.655
H -5.459 -0.042 -2.797
```

Here are the natural (NBO) charges for atoms 1 to 8, given in e:
1 N -0.792
2 C -0.161
3 C -0.119
4 C 0.299
5 O -0.584
6 C 0.806
7 C 0.246
8 C -0.183

---

3.
Entry from the OMol25 dataset: a cluster of 9 separate species, C29H55NO24 in total at a distorted geometry (wB97M-V/def2-TZVPD).

Calculated values
HOMO energy = -0.356 hartree
relative energy (zero: lowest compared OMol25 entry of this formula, charge and spin) = 0.00 kJ/mol
structure (SMILES) = C[C@H]1COC(=O)O1.COC(=O)OC.COC(=O)OC.COC(=O)OC.COC(=O)OC.COC(=O)OC.COC(=O)OC.COC(=O)OC.CCCC#N
gap between HOMO and LUMO = 10.150 eV
lowest unoccupied orbital energy = 0.45 eV

Geometry as XYZ:
```
109
C29H55NO24 (wB97M-V/def2-TZVPD)
O 2.453 0.867 -5.248
H 0.630 1.618 -2.303
C -2.555 -1.464 2.091
C 3.072 -1.831 5.564
C 3.422 1.522 -6.064
H -0.908 -5.146 5.067
H 1.463 -4.748 -0.546
H -2.952 -1.746 1.081
H 2.410 -2.685 5.455
C 0.920 2.068 -0.294
O -3.239 5.155 1.618
C 3.413 -0.979 1.799
O -5.470 -0.929 3.775
O 5.254 -2.591 0.553
H -0.399 1.372 4.688
H -2.527 4.825 -3.954
C -0.279 0.654 3.857
H -0.782 3.602 -2.038
C 1.395 -0.573 4.714
H -3.479 1.049 0.371
C -2.737 2.698 -3.635
O 1.926 -3.871 2.957
O 0.455 -1.357 5.408
H -2.781 6.806 0.379
O -1.486 4.395 0.017
H -2.752 2.138 -0.889
H 0.260 -3.939 5.062
H 3.884 -0.157 2.366
O -0.331 -4.381 3.236
H 2.264 3.807 -0.394
C -1.594 -0.575 -4.187
H 0.766 -5.442 4.571
H -3.201 2.132 -2.822
O 0.313 -4.313 1.139
H 2.373 -1.088 2.124
H 1.556 -2.810 -4.109
H -0.886 -0.398 -4.980
H -3.687 7.197 1.746
O -1.423 -1.814 -3.488
H -2.940 -4.363 -0.685
C -2.954 6.523 1.458
C 1.272 1.235 -1.577
H -1.146 -4.809 -0.612
H 2.253 -3.585 0.438
C -4.338 -0.563 3.327
O 3.714 -0.811 0.378
O 0.865 -0.054 -1.144
H -1.861 1.655 0.476
C -2.481 4.164 -3.196
C 2.866 -0.154 -4.565
O -3.252 2.986 0.993
H 1.815 3.396 1.174
H -6.691 0.560 3.013
O 1.026 0.373 3.893
C -6.403 0.073 3.960
N 0.720 4.167 -4.710
C 1.298 -3.937 0.119
H -6.177 0.849 4.611
C 2.135 2.949 0.173
H 3.300 2.644 -5.824
O 0.588 1.144 0.761
C -1.761 -2.070 -2.281
H 3.227 1.398 -7.102
H -0.761 5.193 -2.309
H -3.366 2.502 -4.553
H -2.655 -0.370 -4.496
H -1.681 -2.109 2.338
H -0.041 2.607 -0.329
O -3.857 0.727 3.362
O 0.344 -1.179 0.702
C -0.054 -4.709 4.517
H 6.682 -2.423 -2.052
H -1.625 -3.246 -0.067
H -3.125 4.511 -2.442
H 4.461 1.297 -5.884
O 4.190 -0.677 -4.456
C -1.024 4.292 -2.779
H 3.002 2.362 0.228
H -2.108 6.670 2.123
O -2.252 -1.183 -1.262
C 0.660 -4.158 2.418
H -7.325 -0.331 4.287
H 4.000 -2.216 5.276
C 0.482 -0.109 0.171
H 5.393 -2.331 -3.340
C -0.059 4.194 -3.853
H 5.165 -3.402 -2.052
H 3.980 -1.750 2.251
C 5.631 -2.406 -2.239
H -2.298 -0.389 2.015
O 4.766 -1.505 -1.503
H -1.208 0.190 -3.588
H 2.307 1.098 -1.894
O 1.767 -0.743 -4.015
C -2.642 4.222 0.837
C 1.839 -2.039 -3.480
H -1.062 -0.144 4.113
O 2.711 -0.789 4.771
C -1.871 -3.986 -0.823
C 4.554 -1.670 -0.193
C -2.841 1.931 0.171
H -0.584 1.056 2.895
H -1.776 2.207 -3.768
O -1.691 -3.389 -2.070
H 2.861 -2.279 -3.075
O -3.648 -1.568 3.024
H 2.995 -1.453 6.531
H 1.033 -2.122 -2.715
H 0.897 -3.219 -0.562
```

Here are the Löwdin charges for atoms 1 to 8, given in e:
1 O 0.020
2 H 0.091
3 C -0.002
4 C -0.072
5 C -0.029
6 H 0.118
7 H 0.090
8 H 0.092

---

4.
Entry from the OMol25 dataset: a cluster of 2 separate species, C4H12 in total at a distorted geometry (wB97M-V/def2-TZVPD).

Calculated values
HOMO energy (alpha / beta) = 0.056 / -0.271 hartree
relative energy (zero: lowest compared OMol25 entry of this formula, charge and spin) = 118.76 kJ/mol
multiplicity = 2
gap between HOMO and LUMO (alpha / beta) = 2.805 / 11.889 eV
lowest unoccupied orbital energy (alpha / beta) = 4.34 / 4.52 eV
charge = -1

Geometry as XYZ:
```
16
C4H12 (wB97M-V/def2-TZVPD)
H -1.963 -1.115 -0.537
H 0.304 1.295 1.430
H 2.187 -0.197 0.490
H 0.094 -0.566 -2.339
C -0.573 0.219 -1.714
C 1.440 -0.492 1.166
H 1.963 1.418 2.136
H 0.166 0.509 -0.958
C 1.052 0.745 1.979
H -2.658 0.350 -1.265
H -0.740 0.969 -2.568
C -1.908 -0.452 -1.372
H 0.444 -0.827 0.719
H 1.598 -1.466 1.706
H 0.882 0.542 3.081
H -2.339 -1.030 -2.252
```

Here are the natural (NBO) charges for atoms 1 to 8, given in e:
1 H 0.206
2 H 0.202
3 H 0.195
4 H 0.170
5 C -0.771
6 C -0.959
7 H 0.174
8 H 0.220